(1)
Formula: C7H14
Source: the Open Molecules 2025 dataset
Level of theory: the ωB97M-V functional and the def2-TZVPD basis

Each line ends with the natural charge from an NBO analysis.
Cartesian coordinates (Å):
C  0.114  -1.080  -0.444  -0.457
C  0.996  0.966  0.813  -0.541
C  1.442  -0.433  0.471  -0.296
C  -2.310  -0.605  0.197  -0.638
H  -2.896  -1.029  -0.635  0.210
H  3.621  -0.660  0.222  0.185
H  -0.126  1.333  -1.696  0.210
C  -1.101  0.904  -1.437  -0.646
H  1.339  1.350  1.776  0.219
H  -1.518  0.469  -2.356  0.212
C  -0.982  -0.141  -0.351  0.002
H  -0.107  -2.048  0.013  0.214
H  0.522  -1.221  -1.444  0.213
H  -2.913  0.207  0.620  0.212
H  -2.205  -1.395  0.948  0.213
H  1.507  -1.063  1.362  0.212
C  2.703  -0.167  -0.089  -0.324
H  2.773  0.478  -0.962  0.171
H  -0.242  0.758  0.695  0.212
H  1.172  1.705  0.026  0.205
H  -1.760  1.727  -1.130  0.213

Calculated values
2S+1	1
energy relative to the best compared isomer or geometry (same formula, charge and spin)	109.6	kcal per mole



(2)
Formula: C5H6O2
Source: the Open Molecules 2025 dataset
Level of theory: the ωB97M-V functional and the def2-TZVPD basis

Each line ends with the natural charge from an NBO analysis.
Cartesian coordinates (Å):
C  0.329  0.127  0.433  0.196
H  1.175  -1.051  2.027  0.224
C  1.398  -0.150  1.444  -0.641
C  0.460  0.379  -0.845  0.017
H  -0.110  -0.482  -2.591  0.233
O  -1.936  -0.950  -0.740  -0.564
C  -1.989  -0.355  0.298  0.652
C  0.265  0.431  -2.132  -0.413
H  1.496  0.693  2.140  0.225
O  -0.963  0.189  0.989  -0.500
H  -2.913  -0.170  0.857  0.122
H  2.355  -0.286  0.933  0.232
H  0.392  1.320  -2.741  0.217

Calculated values
structure (SMILES)	C=C=C(C)OC=O
2S+1	1
energy relative to the best compared isomer or geometry (same formula, charge and spin)	45.7	kcal per mole



(3)
Formula: C10H12I2MoNO8S2
Source: the Open Molecules 2025 dataset
Level of theory: the ωB97M-V functional and the def2-TZVPD basis

Each line ends with the Löwdin spin population.
Cartesian coordinates (Å):
C  2.800  -0.261  2.680  0.000
H  -1.140  1.380  -3.046  0.000
S  1.635  -1.231  1.744  0.001
S  2.160  2.245  1.519  0.006
C  4.517  -0.398  4.363  0.000
N  -0.321  -0.244  -0.987  0.027
H  1.481  0.196  -1.942  0.000
H  0.441  1.602  -3.794  0.000
C  -0.066  1.435  -2.846  0.000
I  -2.649  1.010  1.444  0.191
I  -1.694  -3.312  0.313  0.164
C  3.558  -1.010  3.561  0.000
O  1.241  -2.340  2.534  -0.001
O  1.888  1.448  0.276  0.003
H  0.136  -1.082  -0.619  0.004
O  2.910  3.431  1.378  0.001
O  0.408  -0.227  1.704  -0.010
Mo  -0.210  1.211  0.672  0.784
C  -3.199  -2.462  -0.758  0.733
C  0.429  0.135  -2.217  0.000
C  3.946  1.732  3.422  0.000
H  5.448  1.447  4.922  0.000
H  3.390  -2.075  3.631  0.000
H  4.098  2.801  3.353  0.000
O  0.703  3.655  -2.188  -0.003
C  2.997  1.133  2.612  0.000
C  4.707  0.966  4.298  0.000
C  0.175  2.629  -1.977  0.000
H  5.106  -1.001  5.041  0.000
O  2.049  -1.420  0.388  0.000
H  -1.275  -0.534  -1.207  0.016
O  0.735  2.462  2.023  0.031
H  0.324  -0.663  -2.952  0.000
H  -3.366  -2.826  -1.759  0.039
O  -0.371  2.387  -0.676  -0.026
H  -3.956  -1.920  -0.216  0.040

Calculated values
<S²>	2.01
net charge	+1
2S+1	3
energy relative to the best compared isomer or geometry (same formula, charge and spin)	37.9	kcal per mole